Record 1
Computed, not measured: a 11-piece molecular cluster, C54H146N25O7P7 overall in a non-equilibrium geometry, with ωB97M-V with the def2-TZVPD basis set.

Geometry as XYZ:
```
239
Properties=species:S:1:pos:R:3:mulliken_charge:R:1
O -3.4771 -3.1564 3.3605 -0.46
P -3.4467 -4.6373 3.3208 0.09
N -4.0710 -5.1449 1.9187 0.79
C -4.1099 -4.2465 0.7849 -0.88
C -4.0885 -6.5128 1.5503 -1.16
N -4.4899 -5.3941 4.3760 0.35
C -5.8824 -5.4289 4.0302 -1.27
C -4.2583 -5.5307 5.8269 -1.02
N -2.0264 -5.2745 3.7192 0.53
C -0.7974 -4.5126 3.4365 -1.30
C -1.6552 -6.6770 3.6333 -1.24
H -3.9035 -3.2022 1.1003 -0.14
H -5.1122 -4.3436 0.3175 0.36
H -3.3884 -4.5487 0.0344 0.34
H -4.1878 -7.1456 2.4296 0.37
H -3.2732 -6.8995 0.9518 0.30
H -5.0207 -6.7521 0.9156 0.28
H -6.5064 -4.7877 4.7004 0.32
H -6.0669 -5.1210 3.0384 0.42
H -6.3195 -6.4154 4.0978 0.29
H -4.4964 -6.5649 6.1827 0.28
H -3.2003 -5.2982 6.0690 0.30
H -4.8444 -4.7427 6.3514 0.31
H -0.1813 -4.9064 2.6350 0.49
H -1.0451 -3.4260 3.3938 -0.04
H -0.1708 -4.5805 4.3018 0.56
H -2.4450 -7.3971 3.7424 0.37
H -0.9244 -6.8142 4.4193 0.46
H -1.0454 -6.9519 2.7743 0.30
O 2.6347 4.2720 7.2042 -0.94
P 1.2420 3.8739 6.9349 0.02
N 1.1790 2.2753 6.5630 1.03
C -0.1423 1.7264 6.6218 -1.47
C 2.2491 1.4385 7.0250 -1.19
N 0.5308 4.5530 5.5977 0.68
C 0.6454 3.9743 4.2664 -0.61
C 0.3214 6.0046 5.5147 -1.02
N 0.2022 4.3945 8.0885 0.36
C -1.2374 4.2636 8.1028 -1.06
C 0.7463 4.4695 9.4824 -1.04
H -0.4187 1.4194 7.6538 0.41
H -0.3399 0.9305 5.9557 0.36
H -0.8440 2.5268 6.3506 0.31
H 2.2371 1.2904 8.1598 0.24
H 3.2542 1.8407 6.8126 0.35
H 2.1090 0.4343 6.6191 0.31
H -0.1390 4.2996 3.6176 0.70
H 1.6340 4.1668 3.7265 0.15
H 0.4721 2.9192 4.2906 -0.43
H -0.0393 6.4065 6.4463 0.36
H 1.2641 6.5252 5.3153 0.33
H -0.4001 6.2237 4.6701 0.27
H -1.6027 3.3673 8.6482 0.32
H -1.6057 5.0816 8.6881 0.43
H -1.7946 4.3546 7.1143 0.26
H 1.8396 4.5868 9.5197 0.35
H 0.4456 3.5386 10.1853 0.24
H 0.3201 5.3464 10.0850 0.31
O -5.1855 1.8412 -1.3533 -0.87
P -4.6754 1.1903 -2.5810 -0.08
N -5.8390 0.8819 -3.7034 0.33
C -6.3740 1.9132 -4.6210 -1.20
C -6.5616 -0.3121 -3.7411 -1.12
N -4.0537 -0.2497 -2.1932 1.19
C -4.5288 -1.0354 -1.0065 -0.69
C -3.4019 -1.0735 -3.2423 -0.91
N -3.5302 2.0578 -3.3746 0.62
C -3.2312 2.0600 -4.7981 -1.15
C -2.6547 2.9205 -2.5096 -0.47
H -5.8924 2.8901 -4.5809 0.31
H -7.4441 2.0706 -4.3892 0.39
H -6.4943 1.5559 -5.6522 0.39
H -6.0522 -1.0630 -3.1950 0.30
H -6.7072 -0.5941 -4.7758 0.32
H -7.5731 -0.1757 -3.2685 0.26
H -5.3945 -1.6780 -1.1656 0.29
H -3.7111 -1.6004 -0.4943 -0.16
H -4.8408 -0.3135 -0.2465 0.28
H -4.1890 -1.5768 -3.7399 0.38
H -2.8498 -0.3217 -3.8529 0.10
H -2.6935 -1.7275 -2.7113 0.23
H -3.1813 3.0831 -5.1311 0.36
H -2.2074 1.6379 -5.0307 0.23
H -4.0338 1.6058 -5.3584 0.43
H -2.4631 3.8118 -3.0877 0.19
H -1.7646 2.3308 -2.3121 -0.10
H -3.1921 3.2152 -1.5945 0.09
O 5.9655 1.0609 -3.9720 -0.98
P 4.4699 1.0638 -4.1167 -0.01
N 3.8836 2.0641 -5.3254 0.43
C 3.8530 1.6584 -6.6896 -1.06
C 4.3240 3.4364 -5.2962 -1.09
N 3.8793 1.7732 -2.7516 0.73
C 2.5682 2.3350 -2.4733 -0.06
C 4.6590 1.5924 -1.5184 -1.23
N 3.8228 -0.4288 -4.4001 0.91
C 4.6908 -1.5010 -4.8721 -1.12
C 2.3591 -0.6813 -4.4669 -0.25
H 4.6848 2.1080 -7.2080 0.51
H 2.9295 1.9929 -7.1827 0.22
H 4.0398 0.5821 -6.7226 0.29
H 5.3433 3.5641 -5.0239 0.40
H 3.7950 4.1295 -4.5741 0.04
H 4.2708 3.8753 -6.2734 0.57
H 2.1659 1.7259 -1.7186 -0.11
H 2.7086 3.3444 -2.1359 -0.31
H 1.9040 2.3503 -3.3628 0.33
H 5.7290 1.3596 -1.6317 0.40
H 4.4764 2.4805 -0.8960 0.43
H 4.3088 0.7586 -0.9025 0.12
H 4.7428 -1.4927 -5.9712 0.37
H 5.7426 -1.2911 -4.5273 0.32
H 4.4072 -2.5135 -4.4211 0.18
H 1.9094 -0.8252 -5.4751 0.34
H 1.7312 0.1280 -3.9885 -0.12
H 2.1305 -1.5944 -3.9141 -0.22
O 4.7355 -4.8242 -3.2701 -0.93
P 4.0776 -6.1496 -3.4168 0.01
N 3.6475 -6.6517 -1.8995 0.75
C 2.6096 -7.7009 -1.7272 -0.84
C 4.4999 -6.4059 -0.6186 -0.97
N 5.0195 -7.1626 -4.3169 0.10
C 5.9772 -7.8530 -3.4342 -0.94
C 5.6128 -6.6123 -5.4955 -1.15
N 2.6590 -6.0793 -4.3043 0.51
C 2.1981 -7.1264 -5.1886 -1.08
C 1.7444 -5.0451 -3.9188 -0.48
H 1.9047 -7.9071 -2.6226 0.11
H 1.9579 -7.3714 -0.9142 0.30
H 3.0981 -8.6527 -1.2928 0.30
H 4.8888 -5.3891 -0.7625 0.04
H 5.2676 -7.1739 -0.4105 0.33
H 3.7935 -6.3797 0.2080 0.39
H 6.7834 -7.2077 -3.0589 0.36
H 5.5417 -8.2590 -2.5448 0.26
H 6.5344 -8.6216 -3.9901 0.36
H 6.3030 -7.2995 -5.9717 0.39
H 4.8540 -6.3090 -6.2289 0.31
H 6.1892 -5.7864 -5.1900 0.36
H 2.9736 -7.7004 -5.6278 0.33
H 1.4728 -7.8165 -4.7583 0.30
H 1.6933 -6.5626 -6.0152 0.33
H 2.3254 -4.2404 -3.4652 -0.39
H 0.9766 -5.3528 -3.1726 0.24
H 1.2499 -4.6423 -4.8315 0.43
O 1.7117 0.5715 0.4270 -1.36
P 0.4298 -0.0278 0.9665 -0.41
N -0.0321 -1.1593 -0.1304 1.27
C 0.2087 -0.9366 -1.5900 -0.77
C -0.8816 -2.3298 0.1823 -0.80
N -0.6254 1.1188 1.3108 1.66
C -1.9272 0.8156 1.8078 -1.01
C -0.6021 2.3412 0.5038 -1.00
N 0.5392 -0.9698 2.2536 1.88
C 1.5279 -2.0400 2.1823 -0.12
C 0.2133 -0.5817 3.6251 -0.75
H 1.1120 -0.4037 -1.7710 0.24
H -0.7414 -0.4649 -2.0141 -0.47
H 0.2334 -1.9403 -2.0214 0.72
H -1.5195 -2.2324 1.0133 -0.20
H -0.3569 -3.2485 0.4197 -0.05
H -1.4255 -2.4667 -0.7809 0.44
H -2.1240 -0.2577 1.8718 -0.12
H -2.1547 1.2563 2.7744 0.21
H -2.6326 1.1357 0.9996 0.22
H -1.2171 2.2418 -0.3391 -0.04
H -0.8944 3.2299 1.1098 0.53
H 0.4193 2.6279 0.2383 0.32
H 1.6333 -2.4246 1.1843 -0.21
H 2.5365 -1.7268 2.5109 -0.33
H 1.3088 -2.8969 2.8393 0.25
H -0.5655 -1.2524 4.0000 -0.14
H -0.1846 0.4158 3.7470 -0.22
H 1.1663 -0.6539 4.2359 0.30
O 2.3293 8.0636 -3.2031 -0.89
P 1.1226 7.2664 -3.0679 0.03
N -0.3268 8.1791 -3.0103 0.36
C -0.6681 9.0132 -1.8670 -1.07
C -0.7458 8.6708 -4.2575 -1.03
N 1.2517 6.3484 -1.7194 0.43
C 2.5881 5.9447 -1.2990 -1.31
C 0.2216 5.6884 -0.9701 -1.30
N 0.8250 6.3575 -4.4414 0.94
C 1.4534 6.7834 -5.7089 -1.20
C -0.2423 5.4439 -4.5267 -0.57
H -0.5357 8.4945 -0.9486 0.29
H -1.7024 9.3109 -1.9159 0.40
H -0.0733 9.8811 -1.9171 0.37
H -0.1103 9.4532 -4.6018 0.35
H -1.7510 9.1731 -4.1055 0.30
H -0.9020 7.8930 -4.9937 0.22
H 3.1493 5.4514 -2.0274 0.18
H 3.0850 6.7649 -0.8808 0.37
H 2.3607 5.1758 -0.5305 0.52
H 0.2114 5.9831 0.0979 0.26
H -0.7610 5.9043 -1.4265 0.55
H 0.3828 4.5881 -0.9486 0.41
H 1.9765 7.7329 -5.5549 0.37
H 2.1394 6.0944 -6.0857 0.21
H 0.6986 6.9851 -6.4229 0.44
H -0.0673 4.5307 -5.1789 0.39
H -1.2029 5.9711 -4.9225 0.14
H -0.4563 5.0949 -3.5176 -0.23
C -5.6936 0.7149 4.2100 -1.51
C -5.1317 -0.7226 4.0679 0.53
C -4.4845 -1.1891 5.4136 0.04
C -3.4826 -0.3100 5.9739 0.38
N -2.7530 0.4328 6.4661 -0.49
H -4.9822 1.4422 4.4584 0.42
H -6.3625 0.6663 5.1290 0.37
H -6.3551 1.0638 3.3741 0.33
H -4.3984 -0.9327 3.3298 -0.36
H -6.0156 -1.3760 3.9697 0.32
H -4.1648 -2.1910 5.2689 -0.53
H -5.2130 -1.1702 6.2193 0.52
C 5.3144 -2.9317 0.5750 -1.31
C 5.1188 -1.7513 -0.3322 -0.11
C 4.2655 -2.2126 -1.4936 3.19
C 3.0633 -2.9400 -1.0965 -0.38
N 2.1010 -3.5325 -0.9534 -0.45
H 5.7533 -2.7152 1.5647 0.49
H 5.8866 -3.7598 0.0793 0.27
H 4.2717 -3.2703 0.7922 0.21
H 6.1237 -1.3277 -0.5605 0.42
H 4.6229 -0.9651 0.1806 -0.08
H 4.8404 -2.9798 -2.1301 -0.12
H 3.9051 -1.3626 -2.0897 -1.87
C 3.4154 1.4103 3.5285 1.09
C 3.9244 0.0920 3.8942 0.24
N 4.0992 -1.0057 4.0888 -0.63
H 4.1996 2.1861 3.4242 0.53
H 2.6956 1.7077 4.2714 -0.85
H 2.8432 1.3339 2.5773 -0.39
C -5.8119 3.9861 0.9399 -0.87
C -4.5316 4.5690 0.7731 0.64
N -3.6435 5.2666 0.5948 -0.48
H -5.9791 2.9917 0.5667 0.14
H -6.4663 4.6316 0.4085 0.32
H -6.0730 3.9596 2.0017 0.31
```

Calculated total energy   -174979.317 eV
SMILES   CN(C)P(=O)(N(C)C)N(C)C.CN(C)P(=O)(N(C)C)N(C)C.CN(C)P(=O)(N(C)C)N(C)C.CN(C)P(=O)(N(C)C)N(C)C.CN(C)P(=O)(N(C)C)N(C)C.CN(C)P(=O)(N(C)C)N(C)C.CN(C)P(=O)(N(C)C)N(C)C.CCCC#N.CCCC#N.CC#N.CC#N
E_HOMO   -8.252 eV
Spin multiplicity   1
ΔE to the lowest compared entry with this formula, charge and spin   0.0 kcal/mol



Record 2
Computed, not measured: a 3-piece molecular cluster, C5H17NO2 overall in a non-equilibrium geometry, with ωB97M-V with the def2-TZVPD basis set.

Geometry as XYZ:
```
25
Properties=species:S:1:pos:R:3:nbo_charge:R:1
C -0.5165 0.6682 0.9808 -0.23
C -0.3222 -0.3784 -0.1077 -0.24
C -1.1420 0.0039 -1.3402 -0.61
C -0.7097 -1.8494 0.3123 -0.39
C 0.5080 -2.7415 0.5591 -0.62
N 0.3434 1.8303 0.7886 -0.86
H -1.5525 1.0203 0.9311 0.18
H -0.6062 0.3123 2.0085 0.20
H 0.7519 -0.4173 -0.2926 0.20
H -2.1658 0.2271 -1.0459 0.21
H -0.7570 0.8951 -1.8590 0.20
H -1.1327 -0.7581 -2.1248 0.21
H -1.3503 -2.2392 -0.4820 0.20
H -1.3797 -1.8000 1.1818 0.20
H 0.2229 -3.5151 1.2807 0.21
H 0.7407 -3.3246 -0.3341 0.21
H 1.3758 -2.2074 0.9252 0.21
H 0.7234 1.9192 -0.1384 0.36
H 1.1424 1.8115 1.4213 0.37
H 3.9857 -0.4121 -0.3747 0.47
H 2.9772 -0.2029 -1.5255 0.47
O 3.3535 0.2179 -0.7405 -0.94
H -1.5561 3.4887 0.7619 0.48
H -1.0950 3.6140 -0.6815 0.47
O -1.8391 3.8376 -0.1046 -0.95
```

Calculated total energy   -11045.394 eV
SMILES   CC[C@@H](C)CN.O.O
E_HOMO   -9.169 eV
Spin multiplicity   1
ΔE to the lowest compared entry with this formula, charge and spin   19.9 kcal/mol



Record 3
Computed, not measured: C8H10N2ORh as an isolated structure in a non-equilibrium geometry, with ωB97M-V with the def2-TZVPD basis set.

Geometry as XYZ:
```
22
Properties=species:S:1:pos:R:3:lowdin_spin:R:1
C -0.5925 0.9062 -2.1850 0.02
C 0.7686 0.7362 -1.7547 0.05
C 0.8961 1.3506 -0.4542 0.09
C -0.3674 1.9571 -0.1313 0.07
C -1.2807 1.6632 -1.1789 0.08
Rh -0.4321 -0.3347 -0.3538 0.82
N -3.5389 0.2768 1.0971 1.88
C 0.5832 -1.8758 -0.7562 0.11
C 2.0075 -1.6812 -0.5530 0.58
H 1.7807 1.3226 0.1740 0.01
H 1.5447 0.1856 -2.2667 0.00
H -0.5883 2.5241 0.7710 0.00
H -2.3233 1.9569 -1.2041 0.01
H -1.0065 0.5314 -3.1118 0.00
H 2.6378 -1.5129 -1.4311 0.04
H 0.1744 -2.6155 -0.0433 0.02
H -3.0200 -0.6039 0.9194 0.09
H 2.3950 -1.9572 0.4345 0.04
H 0.2652 -2.0231 -1.8141 0.01
O 0.4294 -0.0292 3.7517 0.02
C 0.0447 -0.2602 2.6327 0.02
N -0.3775 -0.5168 1.5404 0.03
```

Calculated total energy   -16488.415 eV
Charge   -1
E_HOMO (alpha / beta)   -2.543 / -3.706 eV
Spin multiplicity   5
ΔE to the lowest compared entry with this formula, charge and spin   0.0 kcal/mol



Record 4
Computed, not measured: an isolated ion of composition C2H8N3O3S and charge +1 in a non-equilibrium geometry, with ωB97M-V with the def2-TZVPD basis set.

Geometry as XYZ:
```
17
Properties=species:S:1:pos:R:3:nbo_charge:R:1
C 0.7010 0.2738 0.1757 0.78
C -0.6595 -1.0668 -2.4833 -0.86
N 1.4553 0.9344 1.2567 -0.54
N -0.6099 0.0938 0.1569 -0.93
N 1.4621 1.3699 2.6965 -0.52
O 1.5006 -0.0021 -0.6962 -0.61
O -2.6919 -0.1864 -1.1123 -0.87
O -1.5660 -2.1699 -0.2052 -0.88
S -1.3167 -0.9162 -0.8279 2.26
H -1.1662 -0.3311 -3.0942 0.28
H 0.4103 -0.8838 -2.4552 0.30
H -0.8767 -2.0761 -2.8099 0.28
H 0.7786 0.7959 3.2216 0.45
H 2.3846 1.0336 0.8608 0.42
H -3.4130 -0.4507 -0.5304 0.54
H 1.1978 2.3684 2.7783 0.44
H 2.4095 1.2133 3.0681 0.45
```

Calculated total energy   -23641.970 eV
SMILES   C[S@](=O)(O)=NC(=O)N[NH3+]
Charge   +1
E_HOMO   -13.892 eV
Spin multiplicity   1
ΔE to the lowest compared entry with this formula, charge and spin   56.9 kcal/mol